Below is one molecule with the formula C5H9NO, with properties calculated with ωB97M-V/def2-TZVPD.

Bonds (Å) are listed after each position.
CARTESIAN COORDINATES (ANGSTROEM)
1 C -0.144 1.184 -1.580  C2 1.499, H8 1.092, H9 1.093, H10 1.097
2 C -1.136 0.586 -0.630  C1 1.499, N3 1.374, H11 1.107
3 N -1.370 -0.767 -0.594  C2 1.374, C4 1.409, H12 1.002
4 C -0.304 -1.342 0.126  N3 1.409, O5 1.218, C6 1.457
5 O 0.149 -2.460 -0.042  C4 1.218
6 C 0.153 -0.243 0.966  C4 1.457, C7 1.507, H13 1.082
7 C 1.539 -0.299 1.554  C6 1.507, H14 1.093, H15 1.102, H16 1.092
8 H 0.664 0.477 -1.781  C1 1.092
9 H 0.278 2.091 -1.139  C1 1.093
10 H -0.620 1.461 -2.529  C1 1.097
11 H -2.027 1.213 -0.435  C2 1.107
12 H -2.277 -1.192 -0.632  N3 1.002
13 H -0.591 0.231 1.592  C6 1.082
14 H 2.236 -0.762 0.852  C7 1.093
15 H 1.565 -0.896 2.481  C7 1.102
16 H 1.884 0.705 1.811  C7 1.092

As for the HOMO energy (spin up / spin down): -8.24 / -8.24 eV. The charge is 0. As for the HOMO-LUMO gap (spin up / spin down): 8.694 / 8.692 eV. For the energy above the lowest of the compared OMol25 structures with the same formula, charge and spin, the calculation gives 290.0 kJ/mol.

Mulliken atomic charge list, values in e, 5 entries: -1.089 -0.104 -0.113 0.365 -0.633

---

Below is a 2-piece molecular cluster, C2H7N2O overall in a non-equilibrium geometry, with properties calculated with ωB97M-V/def2-TZVPD.

Bonds (Å) are listed after each position.
CARTESIAN COORDINATES (ANGSTROEM)
1 C 2.134 0.364 1.131  N2 1.260, H3 1.086, H4 1.086
2 N 1.959 0.302 -0.115  C1 1.260, H5 1.171, H6 1.011
3 H 3.099 0.494 1.613  C1 1.086
4 H 1.284 0.098 1.753  C1 1.086
5 H 0.837 0.099 -0.383  N2 1.171
6 H 2.659 0.260 -0.843  N2 1.011
7 C -1.537 -0.080 -0.118  N8 1.307, O9 1.253, H10 1.094
8 N -2.490 -0.421 -0.946  C7 1.307, H11 1.001, H12 1.012
9 O -0.365 -0.514 -0.207  C7 1.253
10 H -1.842 0.372 0.831  C7 1.094
11 H -3.434 -0.094 -0.888  N8 1.001
12 H -2.304 -0.880 -1.828  N8 1.012

As for the HOMO energy: -15.37 eV. The charge is +1. As for the HOMO-LUMO gap: 11.171 eV. For the energy above the lowest of the compared OMol25 structures with the same formula, charge and spin, the calculation gives 90.8 kJ/mol.

Mulliken atomic charge list, values in e, 5 entries: -0.089 -0.186 0.293 0.223 0.384

---

Below is a 5-piece molecular cluster, C41H59F32NO8 overall in a non-equilibrium geometry, with properties calculated with ωB97M-V/def2-TZVPD.

Bonds (Å) are listed after each position.
CARTESIAN COORDINATES (ANGSTROEM)
1 C -3.584 -3.678 -1.515  C2 1.531, H27 1.090, H28 1.093, H29 1.091
2 C -2.252 -3.497 -2.248  C1 1.531, C3 1.548, H30 1.091, H31 1.091
3 C -1.114 -2.997 -1.325  C2 1.548, C4 1.548, H32 1.091, H33 1.091
4 C -0.416 -1.704 -1.815  C3 1.548, C5 1.545, H34 1.092, H35 1.094
5 C 1.096 -1.848 -2.098  C4 1.545, C6 1.539, H36 1.093, H37 1.091
6 C 1.867 -0.591 -1.659  C5 1.539, C7 1.548, H38 1.092, H39 1.094
7 C 2.199 -0.659 -0.149  C6 1.548, C8 1.529, H40 1.094, H41 1.094
8 C 1.593 0.479 0.674  C7 1.529, C9 1.542, H42 1.092, H43 1.094
9 C 2.174 1.861 0.312  C8 1.542, C10 1.525, H44 1.094, H45 1.092
10 C 1.131 2.852 -0.196  C9 1.525, O11 1.420, H46 1.094, H47 1.096
11 O 0.421 3.442 0.883  C10 1.420, C12 1.413
12 C 0.770 4.786 1.145  O11 1.413, C13 1.538, H48 1.096, H49 1.095
13 C -0.209 5.385 2.169  C12 1.538, C14 1.540, C19 1.546, O23 1.428
14 C -1.454 6.013 1.517  C13 1.540, C15 1.529, H50 1.094, H51 1.090
15 C -1.955 5.395 0.211  C14 1.529, O16 1.439, C17 1.534, H52 1.094
16 O -3.393 5.449 0.246  C15 1.439, H53 0.957
17 C -1.470 6.152 -1.032  C15 1.534, N18 1.462, H54 1.091, H55 1.091
18 N -1.373 5.343 -2.246  C17 1.462, H56 1.011, H57 1.008
19 C -0.603 4.332 3.230  C13 1.546, C20 1.511, H58 1.089, H59 1.089
20 C -1.810 3.497 2.871  C19 1.511, C21 1.585, O22 1.357, H60 1.091
21 C -2.414 2.615 4.041  C20 1.585, O22 1.584, H61 1.085, H62 1.118
22 O -3.069 3.825 3.256  C20 1.357, C21 1.584
23 O 0.420 6.494 2.812  C13 1.428, C24 1.419
24 C 1.524 6.246 3.669  O23 1.419, C25 1.536, H63 1.094, H64 1.093
25 C 1.182 6.377 5.161  C24 1.536, C26 1.537, H65 1.089, H66 1.092
26 C 0.060 7.378 5.480  C25 1.537, H67 1.087, H68 1.089, H69 1.092
27 H -3.432 -4.150 -0.543  C1 1.090
28 H -4.079 -2.717 -1.354  C1 1.093
29 H -4.267 -4.312 -2.083  C1 1.091
30 H -2.393 -2.799 -3.075  C2 1.091
31 H -1.969 -4.461 -2.673  C2 1.091
32 H -0.359 -3.778 -1.230  C3 1.091
33 H -1.525 -2.809 -0.332  C3 1.091
34 H -0.906 -1.354 -2.726  C4 1.092
35 H -0.545 -0.918 -1.064  C4 1.094
36 H 1.486 -2.717 -1.562  C5 1.093
37 H 1.244 -2.036 -3.162  C5 1.091
38 H 2.784 -0.511 -2.245  C6 1.092
39 H 1.255 0.290 -1.872  C6 1.094
40 H 1.817 -1.604 0.248  C7 1.094
41 H 3.282 -0.685 -0.001  C7 1.094
42 H 1.782 0.274 1.730  C8 1.092
43 H 0.508 0.478 0.542  C8 1.094
44 H 2.946 1.750 -0.456  C9 1.094
45 H 2.648 2.298 1.193  C9 1.092
46 H 1.583 3.622 -0.828  C10 1.094
47 H 0.387 2.320 -0.798  C10 1.096
48 H 1.790 4.840 1.542  C12 1.096
49 H 0.769 5.365 0.216  C12 1.095
50 H -1.170 7.050 1.313  C14 1.094
51 H -2.273 6.060 2.235  C14 1.090
52 H -1.681 4.339 0.120  C15 1.094
53 H -3.747 4.651 -0.147  O16 0.957
54 H -0.505 6.622 -0.838  C17 1.091
55 H -2.215 6.929 -1.211  C17 1.091
56 H -1.144 4.380 -2.044  N18 1.011
57 H -2.231 5.361 -2.774  N18 1.008
58 H 0.217 3.633 3.388  C19 1.089
59 H -0.869 4.860 4.145  C19 1.089
60 H -1.782 2.983 1.909  C20 1.091
61 H -3.278 2.300 4.617  C21 1.085
62 H -2.529 1.757 3.332  C21 1.118
63 H 2.290 6.979 3.403  C24 1.094
64 H 1.970 5.264 3.492  C24 1.093
65 H 0.901 5.393 5.535  C25 1.089
66 H 2.104 6.639 5.684  C25 1.092
67 H -0.234 7.957 4.608  C26 1.087
68 H -0.808 6.877 5.906  C26 1.089
69 H 0.391 8.089 6.240  C26 1.092
70 C -1.780 -8.451 0.235  C71 1.533, O77 1.411, H84 1.089, H85 1.090
71 C -2.001 -6.935 0.283  C70 1.533, C72 1.532, F75 1.345, F76 1.369
72 C -1.312 -6.146 1.401  C71 1.532, F73 1.347, F74 1.352, H86 1.093
73 F -1.755 -6.542 2.611  C72 1.347
74 F -1.599 -4.834 1.250  C72 1.352
75 F -3.316 -6.650 0.265  C71 1.345
76 F -1.446 -6.448 -0.870  C71 1.369
77 O -2.796 -9.261 0.786  C70 1.411, C78 1.360
78 C -2.817 -9.618 2.098  O77 1.360, C79 1.537, F82 1.343, F83 1.355
79 C -4.079 -9.104 2.809  C78 1.537, F80 1.346, F81 1.350, H87 1.091
80 F -4.153 -7.763 2.720  C79 1.346
81 F -4.007 -9.448 4.112  C79 1.350
82 F -1.703 -9.249 2.751  C78 1.343
83 F -2.886 -10.971 2.153  C78 1.355
84 H -1.794 -8.689 -0.828  C70 1.089
85 H -0.792 -8.716 0.612  C70 1.090
86 H -0.227 -6.276 1.350  C72 1.093
87 H -4.966 -9.552 2.357  C79 1.091
88 C -0.906 3.838 8.943  C89 1.533, O95 1.412, H102 1.089, H103 1.090
89 C 0.171 3.385 7.950  C88 1.533, C90 1.532, F93 1.348, F94 1.366
90 C 0.910 2.074 8.240  C89 1.532, F91 1.348, F92 1.352, H104 1.093
91 F 1.598 2.157 9.395  C90 1.348
92 F 1.788 1.847 7.237  C90 1.352
93 F 1.061 4.373 7.738  C89 1.348
94 F -0.488 3.157 6.775  C89 1.366
95 O -0.528 4.812 9.892  C88 1.412, C96 1.359
96 C 0.010 4.490 11.098  O95 1.359, C97 1.537, F100 1.343, F101 1.356
97 C 1.423 5.073 11.264  C96 1.537, F98 1.346, F99 1.350, H105 1.091
98 F 2.234 4.622 10.289  C97 1.346
99 F 1.916 4.672 12.456  C97 1.350
100 F -0.005 3.168 11.334  C96 1.343
101 F -0.747 5.079 12.056  C96 1.356
102 H -1.646 4.341 8.322  C88 1.089
103 H -1.399 2.983 9.405  C88 1.090
104 H 0.206 1.240 8.290  C90 1.093
105 H 1.379 6.163 11.231  C97 1.091
106 C -1.243 -2.833 -7.213  C107 1.533, O113 1.412, H120 1.089, H121 1.088
107 C -0.948 -3.878 -6.130  C106 1.533, C108 1.532, F111 1.344, F112 1.372
108 C -0.190 -5.144 -6.543  C107 1.532, F109 1.346, F110 1.353, H122 1.093
109 F -0.896 -5.854 -7.442  C108 1.346
110 F -0.003 -5.910 -5.444  C108 1.353
111 F -2.079 -4.211 -5.484  C107 1.344
112 F -0.113 -3.256 -5.237  C107 1.372
113 O -2.538 -2.852 -7.775  C106 1.412, C114 1.360
114 C -2.855 -3.613 -8.856  O113 1.360, C115 1.537, F118 1.342, F119 1.355
115 C -3.953 -4.638 -8.529  C114 1.537, F116 1.346, F117 1.350, H123 1.091
116 F -3.556 -5.446 -7.528  C115 1.346
117 F -4.179 -5.391 -9.627  C115 1.350
118 F -1.782 -4.204 -9.404  C114 1.342
119 F -3.386 -2.790 -9.794  C114 1.355
120 H -1.192 -1.881 -6.688  C106 1.089
121 H -0.463 -2.823 -7.972  C106 1.088
122 H 0.785 -4.886 -6.965  C108 1.093
123 H -4.869 -4.120 -8.242  C115 1.091
124 C 5.662 -0.235 -5.241  C125 1.533, O131 1.413, H138 1.089, H139 1.090
125 C 6.764 -0.706 -6.197  C124 1.533, C126 1.533, F129 1.346, F130 1.368
126 C 6.761 -0.146 -7.624  C125 1.533, F127 1.349, F128 1.349, H140 1.093
127 F 5.632 -0.503 -8.270  C126 1.349
128 F 7.816 -0.660 -8.290  C126 1.349
129 F 6.809 -2.051 -6.234  C125 1.346
130 F 7.936 -0.259 -5.653  C125 1.368
131 O 4.555 -1.096 -5.075  C124 1.413, C132 1.357
132 C 3.459 -1.044 -5.874  O131 1.357, C133 1.536, F136 1.341, F137 1.355
133 C 3.245 -2.370 -6.621  C132 1.536, F134 1.342, F135 1.357, H141 1.092
134 F 4.309 -2.669 -7.382  C133 1.342
135 F 2.160 -2.244 -7.427  C133 1.357
136 F 3.480 0.003 -6.712  C132 1.341
137 F 2.374 -0.904 -5.075  C132 1.355
138 H 6.141 -0.223 -4.263  C124 1.089
139 H 5.358 0.788 -5.464  C124 1.090
140 H 6.846 0.944 -7.609  C126 1.093
141 H 3.070 -3.169 -5.898  C133 1.092

As for the HOMO energy: -9.00 eV. The charge is 0. As for the HOMO-LUMO gap: 9.283 eV.

Mulliken atomic charge list, values in e, 5 entries: -1.596 0.000 -0.399 -0.048 -0.567

---

Below is a 2-piece molecular cluster, C3H6N2O overall in a non-equilibrium geometry, with properties calculated with ωB97M-V/def2-TZVPD.

Bonds (Å) are listed after each position.
CARTESIAN COORDINATES (ANGSTROEM)
1 N -1.215 -0.302 0.708  C2 1.271, H7 1.019
2 C -0.134 0.244 1.096  N1 1.271, C3 1.507, H9 1.098
3 C 1.038 0.444 0.170  C2 1.507, O4 1.412, H10 1.099, H11 1.097
4 O 2.254 0.186 0.841  C3 1.412, H12 0.966
5 C -1.420 -0.354 -3.271  N6 1.173
6 N -1.477 -0.492 -2.108  C5 1.173, H8 1.029
7 H -1.910 -0.350 1.453  N1 1.019
8 H -1.486 -0.545 -1.080  N6 1.029
9 H 0.025 0.602 2.121  C2 1.098
10 H 0.911 -0.160 -0.739  C3 1.099
11 H 1.072 1.497 -0.134  C3 1.097
12 H 2.342 -0.770 0.943  O4 0.966

As for the HOMO energy: -10.79 eV. The charge is 0. As for the HOMO-LUMO gap: 11.327 eV. For the energy above the lowest of the compared OMol25 structures with the same formula, charge and spin, the calculation gives 252.5 kJ/mol.

Mulliken atomic charge list, values in e, 5 entries: -0.605 0.098 -0.464 -0.514 -0.202